Entry 1:
DFT (ωB97M-V/def2-TZVPD) results for C42H45InN2O5P2S as an isolated structure in a non-equilibrium geometry.

```
! wB97M-V def2-TZVPD RIJCOSX def2/J DEFGRID3
* xyz 0 1
C -1.03007 5.84489 3.37542
H -5.42374 1.71462 -2.81708
H 3.69212 2.28900 4.94947
S -4.00436 2.21629 6.32700
H 5.24576 -2.84262 -0.10386
C 3.18949 -2.25508 0.34863
H 2.29366 1.78142 2.97473
N -1.19654 1.14854 2.70686
H -4.56612 -0.47761 -2.57799
H -3.43257 0.12265 1.33911
H -1.02406 3.85524 -0.87829
H 3.70965 -2.26749 -1.77236
C 3.24149 -0.27146 -0.98704
H -0.21243 6.48540 3.68168
C -2.60971 1.79676 0.25962
H -4.58396 0.88437 0.25705
C -0.03408 -3.98130 2.65885
H 0.70788 -4.76996 2.65535
H 0.25693 4.41279 2.43272
C -2.33902 6.19832 3.66114
C -3.05148 3.02083 -0.60068
H -1.58261 3.08831 4.79016
N -1.33864 1.90130 -1.70809
H 4.86202 -2.80358 1.61855
H 5.39980 -0.52593 1.72369
H -2.66827 -1.17073 2.64205
C -1.08115 1.25003 -4.19530
C 5.02487 -0.79906 0.73788
C -0.76723 4.67545 2.67633
H -1.70000 -5.33143 2.56228
C -1.90030 0.91473 -0.83991
C -2.32784 -3.28144 2.59538
In -0.10288 -0.26961 -0.23403
H -2.55038 7.11556 4.19624
H -2.04496 0.11340 4.30095
C -3.98180 0.30148 -2.09796
O 0.56829 -2.08113 -0.81056
H -1.40959 1.66818 -5.14578
H -4.40674 5.65118 3.45738
C 2.74707 0.81188 6.18744
H -3.23810 4.47996 5.93394
C 0.37157 -2.65926 2.70080
C -2.01086 1.14388 3.92834
C -0.57106 -1.62796 2.69827
C 0.99898 -0.47164 5.15112
H -0.43475 1.83729 5.23353
C -1.76482 3.47088 -2.93177
H 5.76006 -0.48355 -0.00212
C 2.97742 -1.80529 -1.11354
H 3.35891 1.03352 7.05270
H -2.22534 0.68097 6.57455
H 2.60601 -3.12490 0.64222
H -3.38364 -3.51720 2.55197
H -1.78251 2.25446 7.19959
C 4.68641 -2.30877 0.66329
P -1.21676 2.31861 1.41824
O 1.52877 -2.99376 -2.59627
C -4.56611 1.63357 -2.15714
C -4.20922 2.74942 -1.51711
H -2.56926 -1.11578 -1.53936
C -1.92254 -1.95366 2.64176
O 1.24725 0.23583 -2.22227
H -3.94343 3.57834 2.26201
C 2.93345 1.51892 5.00832
C -1.49672 2.03518 5.05826
O 1.69030 1.50296 -0.45712
H 1.64589 -0.74361 7.17504
C 1.78509 -0.18676 6.25699
C -2.83606 -0.06374 -1.51595
C -3.76611 1.07935 0.94505
C 2.15047 1.23382 3.90067
C -3.38013 5.37718 3.24655
H 4.04698 0.03419 -1.65559
C -3.11278 4.19913 2.56701
C -1.77538 3.28347 -1.42982
H -1.56094 0.28181 -4.05147
H -4.84505 4.40412 6.66727
H -1.86251 4.31460 -3.59415
C -2.25295 1.75068 6.35321
H -0.00387 1.07893 -4.21032
C 3.65161 -0.16451 0.48974
C -1.79893 3.82794 2.27602
H -4.80078 3.63136 -1.74508
C 1.99853 0.60504 -1.28251
H 0.24872 -1.25072 5.20676
H -3.03698 1.41230 3.68993
C 1.16924 0.24672 3.96978
H -4.16821 1.65280 1.77745
O 2.75258 -1.11260 1.09627
C -1.38604 -4.29671 2.60413
H 1.42868 -2.41821 2.71273
H 3.48308 0.81995 0.91244
C -1.42172 2.17406 -3.09182
C -3.84528 3.97337 6.68352
P 0.09073 0.06047 2.51519
H -3.41562 4.12914 7.67299
C 1.61448 -2.29674 -1.61364
H -3.30686 3.88085 0.02093
*
```

Output
electronic energy = -3384.14316 Ha
relative energy (zero: lowest compared OMol25 entry of this formula, charge and spin) = 411.7 kJ/mol
orbital gap = 7.17 eV
E_HOMO = -7.105 eV
LUMO level = 0.00223 hartree

Löwdin atomic charge list, values in e, 6 entries:
1. C -0.079
2. H 0.103
3. H 0.106
4. S 0.804
5. H 0.115
6. C -0.257


Entry 2:
DFT (ωB97M-V/def2-TZVPD) results for C42H45N2O3PtSb2 as an isolated structure.

```
! wB97M-V def2-TZVPD RIJCOSX def2/J DEFGRID3
* xyz 1 3
H 0.63107 1.95880 -3.34978
C -1.63344 -1.99038 1.59643
C 0.48704 2.10634 2.15317
C 2.50648 -3.11710 -0.80881
H -0.62003 -2.34368 1.73951
H -5.11010 -0.62789 0.96529
C 0.78345 3.35997 2.68418
H -2.14058 3.01138 0.16321
C -5.05595 -2.13660 3.19807
C 1.31840 1.29771 -3.88753
H 2.14103 -2.06064 -3.73539
H 3.18864 -6.04685 -3.23468
Sb 0.67845 1.73279 0.07474
C 4.29775 -2.40145 4.25427
C -2.63548 -2.30663 2.48568
C 0.29869 2.54989 4.89504
H 4.67322 -0.71691 0.34981
Sb 2.14428 -1.51490 0.52072
C 3.80183 -3.59691 -0.98069
C -3.91417 -1.80695 2.26641
H -3.29482 4.90484 -0.89789
C 2.22983 -1.03084 -4.08136
C 3.76421 -0.21995 0.00511
H -4.68056 -2.23884 4.22057
H 0.88256 -5.22260 -2.90935
C 0.00029 1.29992 4.37373
O -6.12626 -1.22396 3.11435
H 2.96301 2.15381 -1.24964
H -5.89201 -0.41156 3.57499
C 0.09240 1.08134 3.00605
H 2.33525 1.65348 -3.70087
H 3.76340 -0.21492 -1.08491
H -0.13226 0.09991 2.60110
C -5.87437 1.91850 -2.94466
H -2.07671 6.38686 -2.45880
C -2.25106 4.72036 -1.11916
H -2.41204 -2.92900 3.34256
H -5.36805 0.42084 -0.74810
C -3.07017 -0.75135 0.27890
H 4.17152 -0.78744 2.86003
C 3.86334 -3.67597 4.58795
H -1.29614 1.14710 -3.32864
H -0.29922 0.49394 5.03175
C -3.24628 0.06355 -0.95005
H 1.78738 -4.25098 1.97922
C 3.82047 -1.78415 3.10574
H -5.46198 -3.10857 2.90904
Pt -0.22788 -0.55974 -0.72082
H 0.18917 -0.52402 -3.67362
C -3.40462 1.56024 -3.22557
C 2.75730 2.14843 -0.17895
H 1.08004 4.17688 2.03427
H 5.01118 -1.88747 4.88549
C 0.68935 3.58095 4.04989
H 3.23093 -0.67161 -3.83098
H 1.47513 4.07939 -1.90103
C -0.25107 3.41807 -0.79044
O -6.81920 1.80194 -1.90320
H 1.12137 1.39409 -4.95800
C 1.18962 -0.14472 -3.40894
C 2.47825 -3.71510 2.62356
H -7.66778 2.13854 -2.20534
C 0.42998 4.25202 -1.67126
H -5.72465 2.96321 -3.23778
C 2.99758 -5.22800 -2.55344
H 4.23683 -4.15990 5.48078
C 1.46131 -3.70802 -1.50542
H -3.41198 2.15771 -4.12801
H 2.87099 3.16709 0.20181
C -4.47633 0.58648 -1.33159
C 2.91229 -2.43855 2.28132
C 2.95316 -4.33313 3.77060
C -4.56354 1.34822 -2.48715
N -2.14522 0.26861 -1.67895
C -1.59596 3.65424 -0.52241
C -2.22267 1.00146 -2.78758
H 0.30959 5.96727 -2.95135
H -6.19494 1.36563 -3.83586
C 4.04831 -4.64328 -1.85863
C -4.12137 -1.02155 1.14508
H 2.12364 -1.01431 -5.16793
H 5.05875 -5.00632 -1.99530
H 4.62936 -3.16477 -0.42882
C -0.22695 5.31900 -2.27086
C 3.70435 1.20553 0.56024
H 2.61949 -5.33178 4.02221
N -1.83336 -1.22301 0.51855
C 1.70356 -4.76553 -2.37139
H 3.46071 1.20807 1.62870
H 0.22873 2.72283 5.96100
H 0.44949 -3.33298 -1.38581
H 4.70806 1.63551 0.48834
O 1.37251 -0.20196 -2.01407
C -1.56631 5.55301 -1.99487
H 0.92051 4.55701 4.45622
*
```

Output
electronic energy = -2562.22812 Ha
relative energy (zero: lowest compared OMol25 entry of this formula, charge and spin) = 0.0 kJ/mol
orbital gap (spin up / spin down) = 6.01 / 7.07 eV
<S²> = 2.012
E_HOMO (spin up / spin down) = -8.953 / -10.534 eV
LUMO level (spin up / spin down) = -0.10796 / -0.12718 hartree

Löwdin atomic charge list, values in e, 6 entries:
1. H 0.042
2. C -0.128
3. C -0.370
4. C -0.387
5. H 0.081
6. H 0.120


Entry 3:
DFT (ωB97M-V/def2-TZVPD) results for C42H46N5O2Pt as an isolated structure in a non-equilibrium geometry.

```
! wB97M-V def2-TZVPD RIJCOSX def2/J DEFGRID3
* xyz -1 5
C 0.21656 3.62498 3.08427
H 0.34441 -2.69069 -2.46984
H 1.93362 2.07682 3.77810
C -2.02591 -3.43085 1.55890
H 5.40311 -0.75647 -3.75674
H 3.36668 -0.44048 4.02326
H 1.26025 2.67604 -3.77514
H 0.81384 4.16542 -2.94408
H 1.81183 -1.82152 -6.39848
H 4.77873 -0.12827 -0.34569
H 5.56164 3.66877 1.48994
H 6.12531 1.94954 -0.20551
H -0.27126 4.59818 3.19196
H -3.31598 1.57084 0.25482
H -1.82879 1.90908 3.74821
H 2.89273 -0.47736 1.19101
C 3.16219 1.38194 2.22479
H 4.25376 -3.53500 -0.69919
N -0.86218 -1.34569 1.42218
C -0.59312 2.56854 -2.64956
H 5.88503 -2.79053 -2.41289
H -0.13255 -0.33868 -6.78616
Pt 0.45882 0.78634 -0.25421
C -0.87205 -1.37258 -3.64227
N 1.55146 -0.00097 -1.55000
H -0.21942 -2.86004 4.38360
C 5.29796 1.79318 0.47632
C -0.08620 1.37062 1.71374
H -2.33677 0.12209 -0.01322
H -0.97673 0.73476 1.74672
C 4.71119 -1.07788 -2.98531
C -0.99076 -0.70619 -4.85508
H 0.05744 3.94850 0.45645
C -1.97623 2.55208 2.87390
C -0.65339 -2.71250 3.40552
N 0.78688 0.67460 2.72430
H 1.21395 3.81017 2.67885
C -2.94614 -2.37594 -2.48470
H -2.42636 -0.25438 -2.73417
C -0.89110 3.63453 0.90178
C -0.34566 -1.53183 2.65445
C 3.56275 -0.33488 -2.77032
C 1.18962 -2.36104 -4.41459
H -1.45886 4.52740 1.18571
C 1.05703 -1.70216 -5.63104
O 1.37509 -0.93768 4.16044
H -2.65508 -3.23189 -3.09352
C -1.92388 -1.21227 -2.57052
C 4.06764 -2.63166 -1.27125
C -2.26582 1.54537 -1.62436
C 0.55909 -0.57865 3.12618
H -1.76861 -4.52426 3.41719
H 3.94721 0.99879 -4.40736
C 2.06912 1.14773 3.24576
C -2.98025 0.85583 -0.50558
H -1.44294 3.10267 0.12513
H -2.70414 2.06818 2.21919
C 2.65988 -0.73828 -1.76095
N -1.32733 -1.18635 -1.23982
C -1.50813 -3.63181 2.86033
C -0.64253 2.77391 2.14222
C 3.48076 0.43031 1.26287
H -3.96056 -2.07597 -2.73820
H 1.43959 2.79150 -2.02362
C -2.80713 2.18076 -2.72540
C 4.54521 0.62646 0.39781
H -2.40257 3.50159 3.21520
H 2.06124 -3.43723 0.24403
C -1.62156 -2.27282 0.90804
H 1.95348 -1.82143 0.94012
H -3.85552 2.19865 -2.99218
H -3.87429 0.34077 -0.87011
C 1.90154 -2.38413 0.00281
C 2.90466 -1.91615 -1.01912
C 0.22729 -2.19911 -3.42982
O -2.92764 -2.77634 -1.09323
C -1.73259 2.84451 -3.38076
H -1.82076 -0.02464 -5.00827
C -1.93998 -2.02387 -0.52550
H 3.32939 1.79782 -2.94637
H 0.87845 -2.24159 -0.36094
H 2.05510 -2.98385 -4.22200
H 0.29390 3.19615 4.08579
C 3.92067 2.54413 2.29720
N -0.91672 1.76791 -1.59182
C 3.25834 0.89929 -3.56749
H -1.78100 3.45674 -4.27161
C -0.03453 -0.87375 -5.84928
C 0.80260 3.07471 -2.86318
H 3.67457 3.29608 3.04013
C 2.41708 0.03827 4.26058
H 2.23344 0.87203 -3.94307
C 4.98400 2.75426 1.42634
C 4.98103 -2.22064 -2.23637
H 2.44875 0.41152 5.28403
H -2.66970 -4.14610 1.06931
*
```

Output
electronic energy = -2171.52190 Ha
relative energy (zero: lowest compared OMol25 entry of this formula, charge and spin) = 0.0 kJ/mol
orbital gap (spin up / spin down) = 5.39 / 6.10 eV
<S²> = 6.059
E_HOMO (spin up / spin down) = -2.827 / -3.849 eV
LUMO level (spin up / spin down) = 0.09410 / 0.08262 hartree

Löwdin atomic charge list, values in e, 6 entries:
1. C -0.075
2. H 0.106
3. H 0.101
4. C -0.021
5. H 0.101
6. H 0.127